Entry 1:
Below is a 10-piece molecular cluster, C20H60O10 overall, with properties calculated with ωB97M-V/def2-TZVPD.

XYZ file:
```
90
C20H60O10 | OMol25 | ωB97M-V/def2-TZVPD
C -14.30 -13.68 8.43
C -14.47 -12.73 9.62
O -13.94 -13.38 10.75
H -14.64 -13.18 7.53
H -14.85 -14.61 8.53
H -13.25 -13.89 8.19
H -15.55 -12.60 9.67
H -14.11 -11.73 9.42
H -13.75 -12.74 11.44
C -12.62 -10.15 11.76
C -14.01 -10.19 12.34
O -14.28 -11.45 12.96
H -11.88 -9.96 12.54
H -12.53 -9.37 11.00
H -12.32 -11.14 11.41
H -14.68 -10.06 11.49
H -14.37 -9.39 12.98
H -15.17 -11.39 13.31
C -20.51 -7.43 13.39
C -20.40 -7.09 14.88
O -21.00 -5.88 15.15
H -19.84 -6.80 12.79
H -21.53 -7.21 13.07
H -20.30 -8.48 13.21
H -19.35 -7.09 15.17
H -20.87 -7.79 15.57
H -20.90 -5.76 16.09
C -16.55 -14.43 12.71
C -16.37 -14.23 14.21
O -16.42 -15.46 14.90
H -16.64 -13.48 12.18
H -17.45 -15.01 12.52
H -15.67 -14.91 12.28
H -17.16 -13.57 14.57
H -15.40 -13.77 14.39
H -16.19 -15.21 15.80
C -16.11 -9.28 8.82
C -14.73 -8.59 8.75
O -13.80 -9.37 8.05
H -16.78 -8.56 9.28
H -16.06 -10.20 9.40
H -16.51 -9.46 7.82
H -14.32 -8.47 9.75
H -14.80 -7.59 8.32
H -12.92 -8.99 8.17
C -14.62 -12.44 17.04
C -15.45 -13.21 18.13
O -15.82 -14.50 17.68
H -15.19 -12.27 16.12
H -13.69 -12.99 16.88
H -14.26 -11.49 17.44
H -16.35 -12.60 18.09
H -15.02 -13.21 19.12
H -16.39 -14.89 18.35
C -21.20 -12.11 10.21
C -21.72 -11.52 11.50
O -21.55 -10.13 11.51
H -21.87 -11.88 9.38
H -21.12 -13.20 10.26
H -20.22 -11.68 9.98
H -21.13 -11.91 12.33
H -22.79 -11.70 11.65
H -22.36 -9.77 11.89
C -18.32 -8.87 17.93
C -18.58 -9.49 16.54
O -18.14 -10.80 16.45
H -18.63 -9.57 18.71
H -18.80 -7.90 17.99
H -17.23 -8.81 18.05
H -18.06 -8.86 15.82
H -19.64 -9.39 16.29
H -18.84 -11.27 16.92
C -20.73 -7.81 7.54
C -20.33 -8.99 8.43
O -20.13 -8.50 9.75
H -21.59 -7.29 7.95
H -21.02 -8.23 6.57
H -19.95 -7.08 7.30
H -19.39 -9.46 8.14
H -21.12 -9.74 8.51
H -20.47 -9.14 10.38
C -17.67 -10.60 11.79
C -18.12 -10.98 13.19
O -16.97 -11.10 14.00
H -16.91 -11.28 11.40
H -17.29 -9.58 11.83
H -18.53 -10.65 11.12
H -18.65 -11.94 13.22
H -18.75 -10.21 13.63
H -17.24 -11.26 14.91
```

HOMO level (spin up / spin down), eV: 0.3 / -7.1
<S²>: 0.75
2S+1: 2
E_tot, a.u.: -1550.2629
Charge: -1
Relative energy (zero: lowest compared OMol25 entry of this formula, charge and spin), eV: 0.000
Frontier orbital gap (spin up / spin down), eV: 1.67 / 9.42
E_LUMO (spin up / spin down), eV: 2.00 / 2.30

Entry 2:
Below is a 2-piece molecular cluster, C6H14N2O2 overall, with properties calculated with ωB97M-V/def2-TZVPD.

XYZ file:
```
24
C6H14N2O2 | OMol25 | ωB97M-V/def2-TZVPD
C -0.26 0.10 3.34
N -0.18 1.07 2.26
C -1.08 1.03 1.24
C -0.97 2.09 0.20
O -1.98 0.21 1.25
H 0.71 0.04 3.83
H -1.09 0.33 4.01
H -0.44 -0.89 2.93
H 0.51 1.79 2.34
H -1.47 1.80 -0.72
H -1.35 3.07 0.53
H 0.05 2.29 -0.12
C 1.91 0.54 -2.38
N 1.35 -0.34 -1.37
C 0.49 -1.36 -1.71
C -0.12 -2.06 -0.53
O 0.20 -1.61 -2.86
H 1.80 0.08 -3.35
H 1.38 1.49 -2.40
H 2.98 0.66 -2.25
H 1.73 -0.32 -0.43
H -0.67 -2.92 -0.88
H 0.62 -2.33 0.23
H -0.87 -1.44 -0.04
```

HOMO level, eV: -9.6
2S+1: 1
E_tot, a.u.: -497.0350
Structure (SMILES): CNC(C)=O.CNC(C)=O
Relative energy (zero: lowest compared OMol25 entry of this formula, charge and spin), eV: 0.614
Frontier orbital gap, eV: 10.15
E_LUMO, eV: 0.55

Entry 3:
Below is C14H23GeN2OS2Zn as an isolated structure, with properties calculated with ωB97M-V/def2-TZVPD.

XYZ file:
```
44
C14H23GeN2OS2Zn | OMol25 | ωB97M-V/def2-TZVPD
Zn -1.27 1.29 -0.11
O -1.20 3.20 -0.67
N -1.54 4.06 0.27
C -1.84 5.31 -0.13
C -2.20 6.29 0.76
C -2.27 5.97 2.11
C -1.95 4.70 2.51
C -1.57 3.72 1.59
S -1.15 2.13 2.10
H -1.78 5.46 -1.20
H -2.42 7.28 0.39
H -2.57 6.72 2.84
H -1.99 4.40 3.55
C -1.09 -3.38 1.37
C -1.08 -4.06 0.00
C -0.11 -3.45 -1.01
C -0.50 -2.03 -1.48
Ge 0.39 -0.55 -0.49
C 2.10 -0.05 -1.40
C 3.10 -1.20 -1.60
C 4.17 -1.36 -0.51
C 3.66 -1.93 0.81
H -1.73 -3.91 2.07
H -1.45 -2.35 1.29
H -0.08 -3.35 1.79
H -2.10 -4.03 -0.41
H -0.82 -5.11 0.13
H -0.09 -4.10 -1.89
H 0.89 -3.45 -0.59
H -1.59 -1.92 -1.45
H -0.20 -1.88 -2.52
H 0.72 -0.99 0.94
H 2.57 0.77 -0.85
H 1.81 0.34 -2.37
H 3.63 -1.01 -2.54
H 2.58 -2.15 -1.74
H 4.64 -0.39 -0.33
H 4.95 -2.02 -0.90
H 2.95 -1.26 1.28
H 4.49 -2.09 1.50
H 3.17 -2.90 0.65
S -4.57 -1.20 -1.96
C -3.65 -0.16 -1.19
N -2.99 0.62 -0.60
```

HOMO level (spin up / spin down), eV: -8.2 / -8.3
<S²>: 0.75
2S+1: 2
E_tot, a.u.: -5384.5803
Relative energy (zero: lowest compared OMol25 entry of this formula, charge and spin), eV: 0.261
Frontier orbital gap (spin up / spin down), eV: 8.45 / 5.44
E_LUMO (spin up / spin down), eV: 0.22 / -2.87

Entry 4:
Below is C55H62N2O4S4SiTi as an isolated structure, with properties calculated with ωB97M-V/def2-TZVPD.

XYZ file:
```
129
C55H62N2O4S4SiTi | OMol25 | ωB97M-V/def2-TZVPD
Ti -0.15 0.83 0.41
C 0.71 -6.67 -0.59
C 1.21 -5.70 0.50
C 2.72 -5.58 0.36
C 0.90 -6.30 1.88
C 0.50 -4.36 0.35
C 1.20 -3.18 0.12
C 0.51 -1.98 0.02
N 1.02 -0.70 -0.16
C 2.39 -0.43 -0.29
C 3.35 -1.22 -0.90
C 4.66 -0.75 -1.01
C 4.95 0.52 -0.53
C 3.99 1.37 0.05
C 2.70 0.87 0.16
O 1.65 1.53 0.62
C 4.45 2.75 0.54
C 5.47 2.54 1.67
C 3.34 3.65 1.08
C 5.12 3.50 -0.62
C 5.77 -1.58 -1.66
C 5.28 -2.96 -2.09
C 6.30 -0.85 -2.90
C 6.93 -1.77 -0.67
C -0.89 -1.94 0.18
O -1.37 -0.68 0.10
C -1.62 -3.10 0.41
C -0.88 -4.29 0.47
C -3.13 -3.20 0.59
C -3.74 -3.76 -0.70
C -3.81 -1.86 0.90
C -3.46 -4.14 1.76
H 1.21 -7.64 -0.49
H 0.92 -6.27 -1.58
H -0.36 -6.83 -0.51
H 3.19 -6.56 0.48
H 3.15 -4.92 1.12
H 3.01 -5.19 -0.62
H 1.41 -7.26 2.00
H -0.17 -6.46 2.01
H 1.23 -5.63 2.67
H 2.27 -3.18 0.08
H 3.08 -2.17 -1.31
H 5.97 0.89 -0.61
H 5.02 2.01 2.50
H 5.83 3.51 2.03
H 6.34 1.96 1.33
H 2.79 3.20 1.91
H 2.60 3.88 0.32
H 3.80 4.59 1.41
H 5.99 2.97 -1.01
H 5.46 4.48 -0.28
H 4.42 3.65 -1.44
H 4.49 -2.89 -2.84
H 4.90 -3.53 -1.25
H 6.11 -3.52 -2.53
H 5.50 -0.71 -3.63
H 7.10 -1.42 -3.38
H 6.69 0.13 -2.65
H 6.58 -2.28 0.23
H 7.36 -0.82 -0.37
H 7.72 -2.38 -1.12
H -1.43 -5.21 0.64
H -3.59 -3.07 -1.53
H -4.82 -3.90 -0.57
H -3.29 -4.72 -0.96
H -3.67 -1.14 0.11
H -3.43 -1.42 1.82
H -4.89 -2.03 1.01
H -3.21 -5.18 1.54
H -4.53 -4.10 1.96
H -2.93 -3.84 2.66
O -0.95 -0.70 -2.77
C 0.21 0.04 -3.05
C 0.09 1.52 -2.75
C 0.12 2.43 -3.81
C 0.10 3.79 -3.54
C 0.08 4.24 -2.23
C 0.02 3.29 -1.23
N 0.00 1.97 -1.48
H -1.11 -0.69 -1.80
H 0.40 -0.05 -4.12
H 1.08 -0.35 -2.51
H 0.16 2.04 -4.82
H 0.12 4.50 -4.36
H 0.05 5.28 -1.96
H 0.02 3.59 -0.19
O -0.71 2.28 7.50
C -0.53 2.07 6.32
S -0.71 3.28 5.06
C -0.40 2.23 3.69
C -0.17 0.94 3.96
S 0.07 -0.32 2.78
S -0.22 0.47 5.65
S -0.53 2.92 2.10
C -5.94 -0.08 -2.66
C -4.64 0.17 -3.07
C -3.75 0.79 -2.20
C -4.11 1.17 -0.91
C -5.43 0.92 -0.53
C -6.33 0.31 -1.39
Si -2.76 1.97 0.23
C -3.70 2.03 1.90
C -3.39 1.09 2.89
C -4.06 1.08 4.11
C -5.05 2.01 4.37
C -5.37 2.95 3.41
C -4.70 2.95 2.19
C -2.92 3.80 -0.42
C -3.25 4.06 -1.75
C -3.23 5.34 -2.28
C -2.88 6.42 -1.49
C -2.57 6.20 -0.15
C -2.59 4.91 0.37
H -6.65 -0.58 -3.32
H -4.31 -0.14 -4.05
H -2.74 0.94 -2.55
H -5.76 1.18 0.47
H -7.35 0.12 -1.05
H -2.60 0.37 2.72
H -3.78 0.35 4.86
H -5.56 2.01 5.33
H -6.14 3.69 3.60
H -4.97 3.70 1.45
H -3.53 3.25 -2.40
H -3.49 5.50 -3.33
H -2.86 7.43 -1.90
H -2.31 7.03 0.49
H -2.35 4.77 1.41
```

HOMO level, eV: -1.3
2S+1: 1
E_tot, a.u.: -5275.4997
Charge: -2
Relative energy (zero: lowest compared OMol25 entry of this formula, charge and spin), eV: 0.235
Frontier orbital gap, eV: 5.09
E_LUMO, eV: 3.84